Entry 1:
ORCA calculation (the ωB97M-V functional and the def2-TZVPD basis) on a structure of composition C29H25N2O4Pt at a distorted geometry.

Structure (XYZ):
```
61
Properties=species:S:1:pos:R:3:forces:R:3
Pt -0.14602 -2.07736 -0.25685 0.202 1.026 -0.231
O -5.70696 -0.69336 4.16861 0.110 0.114 0.112
C -5.80321 -1.58479 3.07456 -0.183 -0.103 -0.084
C -4.51157 -1.63667 2.30792 -0.118 -0.214 -0.267
C -4.43729 -2.41700 1.15215 0.060 0.351 0.357
C -3.24168 -2.47673 0.46806 -0.312 -0.218 -0.172
N -2.15462 -1.81513 0.84816 0.429 -0.062 0.562
C -2.21442 -1.03775 1.94553 -0.958 -0.589 -0.489
C -3.39002 -0.93967 2.70050 0.320 0.116 -0.035
C -0.99545 -0.31140 2.28844 1.142 0.446 0.210
C -0.95428 0.73326 3.21817 -0.261 -0.339 -0.151
C 0.24669 1.34818 3.51805 0.460 -0.029 -0.253
C 0.30618 2.45850 4.53520 0.130 -0.017 0.036
O -0.60671 3.50871 4.26049 -0.089 0.054 -0.047
C 1.39023 0.92991 2.83103 -0.420 0.142 0.360
C 1.26839 -0.08240 1.89953 0.257 -0.180 -0.096
N 0.12203 -0.69665 1.64168 -0.626 0.233 -0.208
H -6.47832 -0.80459 4.72957 0.000 -0.011 -0.038
H -6.60027 -1.26453 2.38853 0.050 -0.055 0.053
H -6.05149 -2.59624 3.42299 0.040 0.050 -0.057
H -5.29466 -2.97669 0.80658 -0.032 -0.061 -0.069
H -3.13990 -3.09149 -0.41376 0.129 -0.056 0.039
H -3.43289 -0.34088 3.59631 0.040 0.036 0.033
H -1.85888 1.08008 3.69799 -0.034 -0.026 0.036
H 1.33264 2.84293 4.59898 -0.074 -0.068 0.014
H 0.02639 2.07737 5.52067 0.044 0.033 -0.047
H -0.48652 3.77107 3.34116 -0.017 0.014 0.009
H 2.35118 1.38886 3.01989 0.041 0.014 -0.029
H 2.12038 -0.42823 1.32518 -0.031 0.028 -0.046
C -0.01915 -5.82925 1.79376 -0.169 0.110 -0.129
C -0.34732 -4.82599 0.67882 0.498 -0.507 0.002
O -1.51392 -4.74124 0.27562 -0.407 0.008 0.035
O 0.64927 -4.15683 0.26317 -0.355 -0.180 0.199
H -0.86980 -6.47703 1.99733 -0.006 -0.010 0.001
H 0.22134 -5.25689 2.69029 0.067 -0.043 0.071
H 0.85211 -6.42192 1.52192 0.065 0.009 0.015
C 0.92037 -1.05135 -1.51419 -0.238 -0.330 0.677
C 1.46486 -0.15031 -2.16104 0.288 0.390 -0.526
C 2.01585 0.89502 -2.88611 -0.215 -0.489 0.383
C 1.82164 0.94660 -4.32140 -0.035 0.136 -0.348
C 1.74525 2.17267 -5.00546 0.015 -0.093 0.123
C 1.49652 2.22263 -6.36192 -0.028 0.023 -0.125
C 1.32343 1.05212 -7.08773 0.006 0.050 -0.098
C 1.38085 -0.16830 -6.42671 -0.035 0.006 -0.142
C 1.61461 -0.22519 -5.06749 0.033 0.068 0.094
C 2.70153 1.94632 -2.15668 0.142 0.203 0.151
C 2.37119 2.18905 -0.81167 -0.011 -0.022 -0.094
C 3.01578 3.16374 -0.07980 0.075 0.064 0.073
C 4.03147 3.92216 -0.64917 0.034 0.091 0.018
C 4.38802 3.68369 -1.97020 0.065 0.071 0.052
C 3.73422 2.71992 -2.71496 -0.088 -0.089 0.014
H 1.84163 3.09250 -4.44534 0.015 0.035 -0.004
H 1.41518 3.18434 -6.85496 0.027 0.007 -0.020
H 1.13781 1.09545 -8.15285 -0.022 -0.029 -0.038
H 1.23532 -1.08310 -6.98716 -0.005 -0.060 0.018
H 1.63541 -1.17626 -4.55366 0.012 -0.030 0.058
H 1.58439 1.59638 -0.36554 -0.050 -0.034 -0.006
H 2.72218 3.33804 0.94854 -0.004 0.013 0.054
H 4.53421 4.68981 -0.07524 0.030 0.003 0.023
H 5.19770 4.24775 -2.41856 -0.014 0.019 -0.022
H 4.03909 2.53816 -3.73692 0.007 -0.017 -0.014
```
Forces are in eV/Å.

Properties
Orbital gap (spin up / spin down) = 0.1749 / 0.2082 Eh
Largest force on an atom = 1.24 eV/Å
Multiplicity = 3
<S²> = 2.035
Molar mass = 660.61 g mol⁻¹
Charge = -1
Energy = -1649.8285 Eh
Highest occupied orbital energy (spin up / spin down) = -2.7 / -3.7 eV

=====

Entry 2:
ORCA calculation (the ωB97M-V functional and the def2-TZVPD basis) on a cluster of 14 separate species, C54H58Cl8N10 in total at a distorted geometry.

Structure (XYZ):
```
130
Properties=species:S:1:pos:R:3:forces:R:3
N 0.97023 -0.64265 -0.39460 -0.430 -0.379 -0.410
C 0.94960 0.56766 -0.96645 -0.104 -0.034 0.452
C -0.15716 1.41182 -0.92208 -0.053 -0.257 -0.246
C -1.28153 0.95004 -0.26643 -0.323 0.492 0.361
C -1.26056 -0.27282 0.36846 -0.199 -0.541 -0.421
C -0.15331 -1.08503 0.20269 0.567 0.791 0.319
H 1.86495 0.89578 -1.44310 0.087 -0.015 0.016
H -0.15986 2.38613 -1.38980 0.153 -0.037 -0.119
H -2.18903 1.54173 -0.18584 0.106 0.150 -0.101
H -2.13146 -0.59107 0.92229 0.066 -0.196 -0.022
H -0.12064 -2.05680 0.67806 0.125 -0.083 -0.053
N -5.50303 -1.71629 -0.15526 0.199 0.295 -0.068
C -6.20769 -0.94275 -0.99173 0.134 -0.569 -0.207
C -5.71285 -0.47554 -2.20465 -0.100 -0.172 0.009
C -4.42412 -0.82138 -2.57231 0.176 0.129 0.049
C -3.66703 -1.57203 -1.69234 -0.023 -0.287 0.018
C -4.24229 -1.99442 -0.50133 -0.093 0.536 -0.102
H -7.23690 -0.76510 -0.70851 -0.051 0.153 0.063
H -6.32697 0.09155 -2.89138 -0.119 0.102 0.182
H -3.97762 -0.49430 -3.50306 -0.080 0.007 0.024
H -2.65490 -1.86275 -1.94223 0.017 0.066 0.053
H -3.62232 -2.50973 0.22240 -0.157 -0.296 0.005
N -1.80641 -0.68549 -4.51589 0.084 0.104 -0.550
C -2.07939 -1.12070 -5.75886 -0.322 -0.249 0.845
C -1.28224 -2.00354 -6.44801 0.338 -0.220 -0.580
C -0.14716 -2.52336 -5.84337 -0.114 0.474 0.201
C 0.13747 -2.09521 -4.55771 -0.165 -0.077 0.100
C -0.68762 -1.13332 -3.95776 0.205 -0.806 -0.131
H -3.05390 -0.87355 -6.16208 0.068 0.422 -0.071
H -1.54552 -2.29685 -7.45674 -0.083 -0.016 0.050
H 0.49481 -3.21777 -6.36701 -0.039 -0.128 0.085
H 0.93232 -2.57476 -4.00232 0.182 0.305 0.038
H -0.45422 -0.79965 -2.95260 -0.084 0.165 0.032
N -0.97052 4.63483 -2.98276 -0.331 0.258 -0.444
C -2.25844 4.68825 -2.62855 0.554 0.244 0.250
C -2.86874 5.83976 -2.13855 -0.014 -0.856 0.245
C -2.09722 6.96741 -1.93377 -0.116 0.064 0.081
C -0.76351 6.92631 -2.30185 -0.086 0.161 -0.558
C -0.27487 5.77235 -2.89970 -0.003 -0.334 0.556
H -2.81514 3.76070 -2.67497 -0.018 -0.072 -0.147
H -3.89902 5.72850 -1.82528 -0.061 0.441 -0.065
H -2.52619 7.85512 -1.48736 0.029 0.019 0.003
H -0.13027 7.79525 -2.18685 0.050 -0.034 0.019
H 0.75347 5.71839 -3.23627 0.069 0.041 0.002
N 3.22151 3.18421 -1.45151 -0.440 0.347 -0.150
C 2.95572 3.47630 -2.72973 0.686 -0.016 0.185
C 3.74144 4.33813 -3.50418 -0.916 -0.353 0.326
C 4.81857 4.95138 -2.89489 0.365 0.117 -0.046
C 5.03928 4.72884 -1.54897 0.167 -0.210 0.198
C 4.21349 3.85106 -0.86266 -0.312 0.293 -0.140
H 2.08924 2.98686 -3.15770 -0.039 -0.051 -0.080
H 3.40861 4.51511 -4.51794 0.352 0.119 -0.113
H 5.51121 5.60323 -3.41300 -0.218 0.031 -0.239
H 5.86504 5.21095 -1.04297 -0.069 0.038 0.059
H 4.27098 3.76308 0.21500 0.315 -0.307 0.001
N 4.69166 -1.81540 -2.59793 -1.027 0.500 0.101
C 5.85253 -1.21713 -2.74580 1.041 -0.031 -1.207
C 6.04869 0.03828 -3.35359 -0.467 -0.433 0.743
C 4.91842 0.74264 -3.68988 -0.037 0.227 -0.127
C 3.67356 0.13421 -3.55319 -0.048 0.191 0.137
C 3.59824 -1.11931 -2.97722 0.702 0.034 0.142
H 6.72506 -1.81946 -2.50619 -0.009 0.057 0.247
H 7.02384 0.47568 -3.51221 0.121 -0.150 0.221
H 5.02555 1.77623 -3.99610 -0.212 -0.073 -0.353
H 2.76888 0.63494 -3.87410 -0.025 0.070 0.123
H 2.62860 -1.53980 -2.74931 -0.007 -0.316 -0.110
N 0.33750 -0.96332 3.68761 -0.331 0.687 0.179
C -0.23757 -0.73659 4.87373 0.005 -0.225 0.201
C -0.25926 0.50183 5.50463 -0.052 0.221 -0.591
C 0.25237 1.59291 4.81488 0.219 -0.195 0.573
C 0.86664 1.39339 3.58652 -0.443 0.152 0.146
C 0.85552 0.10958 3.06875 0.611 -0.621 0.095
H -0.70927 -1.58965 5.35032 0.100 -0.132 -0.017
H -0.68652 0.65144 6.48581 -0.131 -0.222 -0.005
H 0.19048 2.55773 5.30278 0.165 0.149 -0.285
H 1.31096 2.22520 3.05764 0.039 -0.082 -0.135
H 1.36878 -0.13228 2.14431 -0.101 0.276 -0.144
N -2.28327 -3.78716 4.58170 -0.641 -0.195 -0.302
C -2.92788 -4.74948 5.23750 -0.332 -0.372 0.056
C -4.19260 -5.21879 4.87582 0.183 0.127 -0.606
C -4.79436 -4.71445 3.73095 -0.276 0.298 0.553
C -4.15253 -3.69854 3.02731 -0.306 -0.331 0.477
C -2.93289 -3.29278 3.51387 1.104 0.312 -0.285
H -2.42076 -5.21999 6.07180 0.099 0.212 0.121
H -4.71905 -5.99280 5.41548 0.272 -0.035 0.253
H -5.79055 -5.07812 3.51277 0.055 0.100 -0.437
H -4.56297 -3.18146 2.17042 -0.187 -0.265 -0.091
H -2.38412 -2.55499 2.93460 0.105 0.122 0.201
N -3.56558 2.70546 2.52135 -0.185 0.427 -0.037
C -2.92844 1.64825 3.00866 0.039 -0.518 -0.627
C -3.43538 0.35332 2.90430 -0.526 0.738 0.230
C -4.67290 0.20318 2.29266 0.495 -0.890 0.373
C -5.36451 1.29912 1.82045 -0.372 0.611 0.229
C -4.78036 2.54608 1.97217 0.797 -0.237 0.501
H -1.93408 1.81104 3.40712 -0.063 0.122 0.222
H -2.95025 -0.49094 3.37251 0.211 0.033 -0.138
H -5.04336 -0.81135 2.22462 -0.426 0.156 -0.158
H -6.38589 1.24725 1.46682 0.117 -0.261 -0.275
H -5.27026 3.47121 1.70032 -0.169 -0.061 -0.214
N 4.53135 -3.27137 0.16205 0.540 0.312 0.308
C 5.70142 -3.36155 0.80488 -0.016 0.080 0.529
C 5.88417 -3.08837 2.16279 0.116 0.134 -0.594
C 4.80267 -2.62270 2.87178 -1.070 0.437 0.686
C 3.60378 -2.40555 2.21331 -0.002 -0.267 -1.201
C 3.52283 -2.74560 0.85308 0.041 0.185 0.513
H 6.59562 -3.60522 0.24405 -0.213 -0.361 -0.342
H 6.87207 -3.15881 2.59588 -0.029 -0.129 0.072
H 4.78786 -2.36491 3.92601 0.604 -0.121 0.013
H 2.73458 -1.95036 2.67237 0.061 -0.116 0.245
H 2.61900 -2.50305 0.30539 -0.063 -0.246 -0.074
C 4.22614 1.01807 1.36066 -0.223 -0.085 -0.407
Cl 5.68917 0.63192 0.44388 0.030 0.127 0.101
Cl 4.45915 2.31121 2.57325 -0.038 -0.458 -0.221
H 3.47703 1.34246 0.64236 0.053 0.225 0.050
H 3.89621 0.08836 1.81132 0.099 0.202 0.390
C -0.95925 4.16567 1.43487 0.439 0.384 -0.025
Cl -0.36744 4.73320 3.01678 -0.421 0.020 -0.039
Cl 0.22623 4.60435 0.19959 0.289 -0.186 -0.113
H -1.07439 3.09219 1.50771 0.003 -0.018 -0.199
H -1.85930 4.67324 1.11357 -0.235 -0.096 0.574
C -0.53523 -4.84362 -1.08121 -1.030 0.398 0.086
Cl -2.13882 -4.91901 -0.24555 0.567 -0.006 -0.009
Cl -0.70831 -5.51758 -2.68803 0.254 -0.261 -0.314
H -0.32027 -3.78820 -1.20787 0.238 -0.030 0.201
H 0.19982 -5.37670 -0.49331 -0.004 -0.061 -0.039
C 0.96130 -4.41473 3.74104 0.059 0.733 0.642
Cl 0.43341 -4.22091 2.07454 -0.165 -0.145 0.030
Cl 1.53804 -6.02635 4.10190 0.228 -0.396 -0.033
H 1.74496 -3.68571 3.92598 0.163 -0.192 -0.175
H 0.15520 -4.19945 4.43629 -0.317 -0.008 -0.400
```
Forces are in eV/Å.

Properties
Orbital gap = 0.3473 Eh
Largest force on an atom = 1.59 eV/Å
Multiplicity = 1
Energy above the lowest of the compared OMol25 structures with the same formula, charge and spin = 10.13 kcal per mole
Molar mass = 1130.75 g mol⁻¹
Energy = -6321.5457 Eh
Highest occupied orbital energy = -8.9 eV

=====

Entry 3:
ORCA calculation (the ωB97M-V functional and the def2-TZVPD basis) on the molecule C18H19ClFN3O4S at a distorted geometry.

Structure (XYZ):
```
47
Properties=species:S:1:pos:R:3:forces:R:3
C 3.18976 -1.23044 2.33544 0.391 -0.080 -0.475
C 2.20098 -1.95889 1.36844 0.653 1.219 1.228
C 1.74179 -3.18336 2.09535 -0.860 -1.062 -1.121
O 0.81510 -3.94353 1.29729 0.357 -0.334 0.171
N 1.08798 -1.03864 1.10922 0.309 0.524 0.258
C 0.14390 -1.11598 0.10326 2.075 -0.962 1.266
C 0.27429 -2.05889 -0.90665 0.158 -0.943 -1.069
C -0.76277 -2.35005 -1.80374 1.165 0.501 0.466
C -1.93407 -1.60380 -1.73087 -1.429 1.452 0.822
C -2.03254 -0.59544 -0.74238 0.301 -0.614 -1.192
C -0.97172 -0.31889 0.11245 -1.630 1.384 0.619
S -1.10583 1.04969 1.26461 -0.945 1.272 1.437
O -2.49078 1.57798 1.35877 2.829 -1.137 -0.695
O -0.46899 0.73730 2.56765 -0.932 0.412 -2.142
N -0.07175 2.17277 0.45535 -1.066 -1.654 0.569
C 0.11586 3.50633 0.78745 -0.499 0.865 1.009
C -0.49080 4.10409 1.89091 -0.091 1.080 0.338
C -0.24563 5.46330 2.18013 -0.245 -0.867 -0.432
C 0.58574 6.19820 1.36596 0.261 0.200 0.256
F 0.84787 7.47348 1.74204 0.007 -0.370 -0.543
C 1.19658 5.61417 0.25362 0.240 0.644 0.553
Cl 2.35085 6.54332 -0.68120 -0.516 -0.424 0.237
C 0.95286 4.28172 0.00027 -0.047 -0.097 -0.004
C -3.07893 -1.86048 -2.70734 0.846 -0.202 0.062
C -2.40572 -2.16654 -4.09023 -1.092 -0.657 1.427
C -1.34031 -3.26111 -3.94411 0.336 -0.139 -1.748
O -1.04760 -4.01082 -4.85725 -0.481 0.117 0.110
N -0.59418 -3.31648 -2.80278 -0.400 0.740 0.905
H 3.92970 -1.90588 2.82361 -0.552 0.285 -0.599
H 3.73366 -0.43067 1.81864 -0.061 -0.238 0.030
H 2.64906 -0.74958 3.14037 -0.314 0.050 0.244
H 2.73643 -2.20412 0.46286 -0.003 -0.171 -0.361
H 1.24313 -2.92180 3.01139 -0.043 0.333 0.677
H 2.59426 -3.83448 2.31537 -0.233 -0.011 -0.082
H 0.07884 -3.38946 1.00192 0.287 -0.016 0.321
H 0.87326 -0.43187 1.91700 -0.047 -0.444 -0.858
H 1.21921 -2.60012 -1.00431 -0.458 0.047 0.161
H -2.93497 -0.00213 -0.67995 0.005 0.064 0.008
H 0.25785 1.84952 -0.43592 -0.036 -0.102 -0.172
H -1.18714 3.59430 2.53860 0.052 -0.309 -0.083
H -0.72679 5.96875 3.01707 0.170 -0.260 -0.161
H 1.42981 3.77472 -0.79731 0.589 -0.081 -0.873
H -3.64520 -2.71244 -2.29170 0.069 0.083 -0.594
H -3.78727 -1.01457 -2.78769 0.537 -0.323 0.121
H -3.17960 -2.51411 -4.78462 0.515 0.039 -0.087
H -1.95563 -1.24347 -4.45597 0.165 -0.132 -0.122
H 0.20940 -3.94162 -2.83101 -0.335 0.317 0.121
```
Forces are in eV/Å.

Properties
Orbital gap = 0.3188 Eh
Largest force on an atom = 3.13 eV/Å
Multiplicity = 1
Energy above the lowest of the compared OMol25 structures with the same formula, charge and spin = 0.00 kcal per mole
Molar mass = 427.88 g mol⁻¹
Energy = -2120.7908 Eh
Highest occupied orbital energy = -8.6 eV
SMILES string = C[C@@H](CO)Nc1cc2c(cc1S(=O)(=O)Nc1ccc(F)c(Cl)c1)CCC(=O)N2

=====

Among the records above, which one has the lowest molar mass?
C18H19ClFN3O4S